# 1
Molecular formula: C35H44N7PtS
Method: DFT, the ωB97M-V functional and the def2-TZVPD basis

- largest force on an atom (eV Å⁻¹) = 1.7
- HOMO level (eV) = -10.2
- energy above the lowest of the compared OMol25 structures with the same formula, charge and spin (kJ/mol) = 0.0
- gap between HOMO and LUMO (eV) = 6.985
- electronic energy (eV) = -61518.1567
- net charge = +1

Atoms and positions in Å:
Pt (1.3309, 0.4851, 0.2084)
C (-1.3548, 0.8697, -2.1700)
C (-0.3371, 1.9451, -2.5405)
C (1.1054, 1.4599, -2.5625)
C (-0.4660, 3.2044, -1.7083)
C (-0.8958, 4.3529, -2.3598)
C (-1.0230, 5.5605, -1.6956)
C (-0.6450, 5.6375, -0.3712)
C (-0.1936, 4.5201, 0.3276)
C (0.3825, 4.7622, 1.7202)
C (1.5707, 5.7259, 1.6352)
C (-0.6629, 5.2929, 2.7028)
C (-0.1926, 3.2756, -0.3323)
N (0.1000, 2.1095, 0.4615)
C (-0.5490, 2.0018, 1.5886)
C (-0.1462, 1.0182, 2.4975)
C (-0.5741, 0.6532, 3.7634)
C (0.2753, -0.3701, 4.1683)
C (1.2044, -0.6169, 3.1476)
N (0.9597, 0.2525, 2.1294)
C (2.2963, -1.6643, 3.2044)
C (2.0047, -2.7794, 2.1911)
C (2.3389, -2.2936, 4.5991)
C (3.6587, -1.0143, 2.9414)
H (-1.2320, -0.0213, -2.7891)
H (-2.3663, 1.2488, -2.3164)
H (-1.2575, 0.5724, -1.1274)
H (-0.5462, 2.2426, -3.5721)
H (1.4049, 1.0640, -1.5712)
H (1.8100, 2.2702, -2.7472)
H (1.2751, 0.6427, -3.2630)
H (-1.1336, 4.2921, -3.4148)
H (-1.3803, 6.4382, -2.2170)
H (-0.6808, 6.5921, 0.1380)
H (0.7819, 3.8283, 2.1157)
H (1.2648, 6.7141, 1.2897)
H (2.3317, 5.3512, 0.9487)
H (2.0251, 5.8458, 2.6199)
H (-1.0350, 6.2689, 2.3863)
H (-0.2261, 5.4135, 3.6949)
H (-1.5266, 4.6324, 2.7925)
H (-1.3759, 2.6661, 1.8152)
H (-1.3860, 1.0978, 4.3160)
H (0.2478, -0.8835, 5.1133)
H (1.0288, -3.2265, 2.3884)
H (2.7626, -3.5612, 2.2742)
H (2.0028, -2.4130, 1.1681)
H (1.4244, -2.8454, 4.8208)
H (2.4861, -1.5425, 5.3762)
H (3.1708, -2.9976, 4.6478)
H (3.6343, -0.4573, 2.0099)
H (4.4338, -1.7781, 2.8590)
H (3.9228, -0.3365, 3.7559)
C (6.1021, 1.3626, -2.2723)
N (5.0328, 0.4302, -1.9540)
C (4.3510, 0.4175, -0.8158)
N (4.6170, 1.3390, 0.1040)
S (3.1824, -0.8374, -0.5696)
H (6.3520, 1.2542, -3.3231)
H (6.9967, 1.1644, -1.6792)
H (5.7716, 2.3894, -2.1108)
H (4.8177, -0.3161, -2.5952)
H (5.3708, 1.9979, 0.0069)
H (4.1016, 1.3209, 0.9691)
N (-3.3569, -4.8689, -2.6610)
C (-4.6148, -5.4223, -2.8052)
C (-5.1302, -6.3645, -3.6923)
C (-6.4586, -6.6955, -3.5300)
C (-7.2498, -6.1120, -2.5225)
C (-6.7292, -5.1820, -1.6501)
C (-5.3845, -4.8361, -1.7975)
N (-4.6132, -3.9507, -1.0603)
C (-3.4307, -4.0015, -1.6029)
C (-2.2898, -3.2075, -1.1247)
C (-1.0482, -3.2058, -1.7497)
C (-0.0414, -2.4045, -1.2383)
N (-0.1936, -1.6282, -0.1670)
C (-1.3803, -1.6576, 0.4472)
C (-2.4466, -2.4168, 0.0097)
H (-2.5513, -5.0719, -3.2235)
H (-4.5277, -6.8133, -4.4707)
H (-6.9062, -7.4247, -4.1920)
H (-8.2872, -6.4051, -2.4359)
H (-7.3309, -4.7273, -0.8751)
H (-0.8434, -3.8043, -2.6277)
H (0.9339, -2.3824, -1.7142)
H (-1.4703, -1.0396, 1.3352)
H (-3.3937, -2.4068, 0.5300)

# 2
Molecular formula: C35H45BN2O3
Method: DFT, the ωB97M-V functional and the def2-TZVPD basis

- largest force on an atom (eV Å⁻¹) = 3.9
- HOMO level (eV) = -9.3
- gap between HOMO and LUMO (eV) = 9.279
- electronic energy (eV) = -46822.3197
- net charge = 0
- SMILES = CB(O)[C@@H]1C(=O)NC[C@@H]1CCCCNC(C)=O.c1ccccc1.c1ccccc1.c1ccccc1.c1ccccc1

Atoms and positions in Å:
C (-0.6860, -0.7394, 0.0620)
B (0.2415, -0.6534, -1.2596)
O (-0.4399, -0.8383, -2.5419)
C (1.8302, -0.3466, -1.3341)
C (2.4076, -1.7809, -1.8287)
O (2.4728, -2.0992, -3.0229)
N (2.7985, -2.5381, -0.6279)
C (3.2554, -1.6590, 0.4800)
C (2.7107, -0.2081, -0.0054)
C (2.3333, 0.8876, 1.1095)
C (2.5551, 0.4170, 2.6193)
C (1.2610, -0.4788, 3.0246)
C (1.5150, -1.4202, 4.2939)
N (1.6668, -2.8736, 3.9656)
C (2.9814, -3.3551, 4.4160)
C (4.1921, -3.7710, 3.4597)
O (3.1574, -3.4431, 5.6543)
H (-0.6629, -1.7801, 0.5541)
H (-1.7650, -0.5729, -0.2690)
H (-0.4644, 0.0282, 0.8647)
H (-0.6873, -1.7832, -2.6441)
H (2.0307, 0.5669, -1.9753)
H (2.0425, -3.1788, -0.3643)
H (2.9318, -2.0398, 1.4973)
H (4.4006, -1.6835, 0.5612)
H (3.6884, 0.2324, -0.4275)
H (3.0338, 1.7861, 0.9485)
H (1.2781, 1.3252, 0.9820)
H (3.5227, -0.1623, 2.7741)
H (2.5571, 1.2978, 3.3551)
H (1.0934, -1.1726, 2.1302)
H (0.3456, 0.1862, 3.0966)
H (2.4633, -1.0835, 4.8236)
H (0.5836, -1.3291, 4.9607)
H (1.5747, -3.0694, 2.9615)
H (4.8065, -2.8407, 3.2124)
H (4.8726, -4.4562, 4.0567)
H (3.8586, -4.2238, 2.4703)
C (1.8759, -7.1853, 3.2400)
C (2.8817, -7.2406, 4.1994)
C (3.6403, -8.3971, 4.3465)
C (3.4001, -9.4952, 3.5264)
C (2.3974, -9.4381, 2.5640)
C (1.6322, -8.2851, 2.4233)
H (1.2812, -6.2845, 3.1287)
H (3.0734, -6.3812, 4.8339)
H (4.4196, -8.4426, 5.0993)
H (3.9949, -10.3952, 3.6377)
H (2.2114, -10.2937, 1.9236)
H (0.8466, -8.2430, 1.6769)
C (-1.4689, 2.6453, -0.5320)
C (-1.6732, 2.1176, -1.8033)
C (-2.4162, 2.8264, -2.7387)
C (-2.9491, 4.0685, -2.4092)
C (-2.7424, 4.5984, -1.1395)
C (-2.0059, 3.8853, -0.1992)
H (-0.8917, 2.0911, 0.1996)
H (-1.2545, 1.1545, -2.0655)
H (-2.5803, 2.4114, -3.7273)
H (-3.5251, 4.6232, -3.1419)
H (-3.1564, 5.5679, -0.8823)
H (-1.8492, 4.2961, 0.7925)
C (-2.1334, 1.1002, -8.8443)
C (-0.9687, 0.3867, -8.5816)
C (-0.7288, -0.1096, -7.3044)
C (-1.6588, 0.0993, -6.2908)
C (-2.8263, 0.8104, -6.5552)
C (-3.0614, 1.3143, -7.8304)
H (-2.3183, 1.4898, -9.8396)
H (-0.2464, 0.2177, -9.3731)
H (0.1825, -0.6602, -7.0986)
H (-1.4740, -0.2918, -5.2958)
H (-3.5531, 0.9725, -5.7659)
H (-3.9683, 1.8728, -8.0344)
C (-5.2610, 7.3077, 0.6487)
C (-4.1936, 7.2452, 1.5392)
C (-3.7750, 8.3920, 2.2059)
C (-4.4302, 9.6001, 1.9894)
C (-5.4996, 9.6618, 1.1020)
C (-5.9125, 8.5170, 0.4284)
H (-5.5852, 6.4139, 0.1263)
H (-3.6870, 6.3016, 1.7131)
H (-2.9389, 8.3445, 2.8949)
H (-4.1070, 10.4933, 2.5128)
H (-6.0112, 10.6036, 0.9347)
H (-6.7428, 8.5667, -0.2674)

- Look up the net charge of the first one.
  +1

- What is the gap between HOMO and LUMO in the first record?
  6.985 eV

- Among the records above, which one has the highest gap between HOMO and LUMO?
  C35H45BN2O3

- What is the electronic energy in the second record?
  -46822.3197 eV